# 1
Below is a molecular structure, C25H3Cl3F15GeN3O4STi, with properties calculated with ωB97M-V/def2-TZVPD.

Summary:
Spin multiplicity = 1
Kohn-Sham gap = 5.6 eV
F_max = 1.56 eV/A
ΔE to the lowest compared entry with this formula, charge and spin = 18.01 kcal/mol
DFT total energy = -7622.26194 hartree
M = 953.189 u
Net charge = +2
LUMO = -8.9 eV

Cartesian coordinates (Å):
Ti  -0.768  0.860  1.176
O  3.691  0.039  5.763
C  2.526  -0.347  5.230
O  1.717  -0.952  5.858
C  2.250  0.021  3.801
C  3.071  0.594  2.829
N  2.345  0.787  1.730
N  1.082  0.363  1.900
C  1.024  -0.110  3.159
C  -0.356  -0.523  3.573
O  -0.705  -1.323  4.350
O  -1.258  0.210  2.754
H  4.249  0.552  5.168
H  4.113  0.871  2.843
H  2.639  1.182  0.845
F  -1.189  6.161  3.237
C  -1.020  6.603  1.987
C  -1.244  5.776  0.894
C  -1.033  6.315  -0.370
F  -1.203  5.529  -1.442
C  -0.642  7.624  -0.568
F  -0.458  8.108  -1.781
C  -0.439  8.430  0.548
F  -0.066  9.679  0.391
C  -0.624  7.921  1.828
F  -0.427  8.695  2.879
Ge  -1.749  3.946  0.989
S  -0.033  2.697  0.124
C  -3.264  3.340  -0.046
C  -4.172  4.195  -0.654
F  -3.983  5.508  -0.618
C  -5.318  3.728  -1.289
F  -6.157  4.569  -1.851
C  -5.581  2.365  -1.325
F  -6.654  1.914  -1.930
C  -4.701  1.471  -0.721
F  -4.923  0.170  -0.754
C  -3.592  2.006  -0.110
F  -2.752  1.040  0.508
C  -2.040  3.365  2.819
C  -1.006  3.100  3.707
F  0.273  3.079  3.261
C  -1.199  2.820  5.042
F  -0.173  2.533  5.830
C  -2.494  2.826  5.548
F  -2.709  2.564  6.813
C  -3.562  3.110  4.703
F  -4.788  3.132  5.181
C  -3.320  3.375  3.365
F  -4.376  3.670  2.604
Cl  -1.174  -3.844  -1.586
C  0.228  -2.813  -1.441
Cl  0.905  -2.354  -2.992
Cl  1.447  -3.475  -0.353
C  -0.240  -1.561  -0.784
N  -0.642  -0.604  -0.292

Atomic forces in eV per Å
-0.06 0.63 -1.42
-0.03 -0.01 -0.15
0.03 -0.08 0.24
-0.04 0.04 -0.08
0.17 0.01 -0.18
-0.07 -0.04 0.04
-0.09 -0.06 -0.18
0.27 0.04 0.39
-0.10 0.11 0.17
-0.24 0.10 -0.04
-0.05 0.07 0.02
0.33 -0.37 0.48
0.03 0.02 0.05
0.04 0.01 0.02
0.00 0.00 0.07
-0.02 -0.12 -0.08
-0.01 0.21 0.09
0.16 0.18 -0.26
0.08 0.17 -0.09
-0.04 -0.10 0.04
-0.03 -0.04 0.13
0.00 -0.02 -0.03
-0.02 -0.04 0.03
0.00 -0.02 0.00
-0.03 -0.06 -0.10
0.00 -0.01 0.02
-0.04 0.23 0.32
-0.27 -0.40 0.47
-0.18 -0.04 -0.09
-0.13 -0.03 -0.07
0.08 0.02 0.04
0.06 -0.09 0.03
0.01 0.02 0.00
0.03 0.02 0.01
0.01 0.00 0.01
-0.02 0.22 -0.07
0.03 -0.04 0.04
-0.04 -0.24 -0.10
0.01 0.20 0.11
0.05 -0.18 0.11
0.24 -0.03 0.12
-0.09 0.01 -0.06
-0.13 0.00 -0.06
0.04 0.00 -0.01
0.00 0.02 -0.08
0.01 0.00 0.00
0.08 0.00 -0.04
-0.04 0.00 0.00
-0.12 -0.08 0.20
0.05 0.01 -0.08
-0.05 -0.12 -0.04
-0.05 0.42 0.20
0.01 -0.02 -0.04
0.03 -0.07 0.00
-0.27 -0.05 -0.24
0.41 -0.40 0.16

# 2
Below is a gas-phase ion, C5H14N2 (charge +1), with properties calculated with ωB97M-V/def2-TZVPD.

Summary:
Spin multiplicity = 2
Kohn-Sham gap (alpha / beta) = 12.1 / 5.3 eV
F_max = 4.84 eV/A
ΔE to the lowest compared entry with this formula, charge and spin = 48.98 kcal/mol
DFT total energy = -308.04333 hartree
M = 102.181 u
Net charge = +1
Expectation value of S² = 0.756
LUMO (alpha / beta) = -2.9 / -8.6 eV

Cartesian coordinates (Å):
N  1.286  -2.232  -1.788
C  1.211  -1.933  -0.379
C  0.906  -0.570  0.255
N  -0.143  0.232  -0.355
C  -0.206  1.792  1.653
C  -0.998  0.897  0.722
C  -2.100  1.650  -0.094
H  0.450  -1.902  -2.257
H  2.158  -1.990  -2.257
H  1.795  -2.560  0.281
H  0.182  -2.386  -0.276
H  0.547  -0.840  1.275
H  1.839  -0.064  0.615
H  0.379  0.964  -0.837
H  0.465  1.113  2.198
H  -0.795  2.508  2.200
H  0.543  2.423  1.125
H  -1.490  0.101  1.296
H  -2.614  0.922  -0.716
H  -1.594  2.508  -0.527
H  -2.821  2.038  0.632

Atomic forces in eV per Å
1.20 2.28 1.41
-3.05 -3.42 -1.54
-1.05 1.23 2.11
2.60 0.46 2.65
2.07 -0.34 -1.14
-1.80 0.16 -1.95
0.75 -0.43 2.03
0.24 -0.18 -0.39
-0.11 -0.57 -0.28
0.97 0.31 -0.25
0.60 0.27 0.76
-0.13 -0.39 -0.76
-0.14 0.11 -1.51
-0.71 0.11 -0.73
-0.51 0.56 0.84
-0.36 -0.34 0.63
-0.61 -0.21 -0.25
0.32 -0.05 -0.19
0.13 0.47 -0.51
-0.40 -0.07 -0.78
-0.02 0.04 -0.16

# 3
Below is a molecular structure, C4H4O2, with properties calculated with ωB97M-V/def2-TZVPD.

Summary:
Spin multiplicity = 1
Kohn-Sham gap = 10.2 eV
F_max = 3.80 eV/A
ΔE to the lowest compared entry with this formula, charge and spin = 87.40 kcal/mol
DFT total energy = -305.14018 hartree
M = 84.074 u
LUMO = 0.7 eV

Cartesian coordinates (Å):
C  0.613  -0.636  0.458
C  -0.105  0.430  0.069
C  -1.346  0.303  -0.575
C  -2.738  -0.403  0.514
O  -2.302  0.808  0.350
O  -1.934  -0.984  -0.357
H  1.418  -0.303  1.022
H  0.135  -1.635  0.350
H  0.171  1.556  -0.102
H  -1.490  0.687  -1.655

Atomic forces in eV per Å
-2.55 1.33 -0.52
3.08 1.54 -1.59
-1.83 -0.29 -2.36
-2.26 -1.64 1.47
-0.51 2.28 -0.14
0.38 -0.62 -1.15
2.02 -0.72 0.85
1.00 0.83 0.38
0.34 -2.16 1.34
0.33 -0.55 1.73

The highest DFT total energy belongs to which entry? C4H4O2